Record 1
Formula: C5H13NO2
Source: the OMol25 dataset
Level of theory: the ωB97M-V functional and the def2-TZVPD basis

Last columns: bonded neighbours and bond lengths (Å).
Atoms and positions in Å:
1 C 0.29 0.75 0.39  C2 1.605, N4 1.405, H7 1.086, C16 1.707
2 C 0.80 -0.77 0.29  C1 1.605, C3 1.520, O5 1.769, H10 1.090
3 C 0.74 -1.53 -1.03  C2 1.520, H12 1.090, H13 1.091, H14 1.090
4 N 0.70 1.44 1.54  C1 1.405, H8 1.013, H9 1.012
5 O 2.41 -0.04 0.19  C2 1.769, H6 0.966
6 H 2.92 -0.56 -0.44  O5 0.966
7 H 0.53 1.31 -0.51  C1 1.086
8 H 1.63 1.83 1.44  N4 1.013
9 H 0.63 0.89 2.38  N4 1.012
10 H 1.09 -1.30 1.19  C2 1.090
11 H -0.67 -1.23 0.72  O17 1.172
12 H 1.61 -2.17 -1.15  C3 1.090
13 H 0.69 -0.84 -1.88  C3 1.091
14 H -0.16 -2.15 -1.07  C3 1.090
15 C -2.01 0.73 -0.92  C16 1.522, H19 1.091, H20 1.090, H21 1.090
16 C -1.41 0.58 0.47  C1 1.707, C15 1.522, O17 1.354, H18 1.094
17 O -1.62 -0.62 1.06  H11 1.172, C16 1.354
18 H -1.68 1.40 1.14  C16 1.094
19 H -3.09 0.62 -0.86  C15 1.091
20 H -1.76 1.70 -1.34  C15 1.090
21 H -1.64 -0.04 -1.60  C15 1.090

Properties
ΔE to the lowest compared entry with this formula, charge and spin = 4.354 eV
SMILES = C[C@@H](O)C(N)[C@@H](C)O
HOMO level = -8.737 eV

=====

Record 2
Formula: CH2ClO2S
Source: the OMol25 dataset
Level of theory: the ωB97M-V functional and the def2-TZVPD basis

Last columns: bonded neighbours and bond lengths (Å).
Atoms and positions in Å:
1 C 1.14 -0.15 0.00  S4 1.593, H6 1.081, H7 1.056
2 O -0.63 1.27 -1.20  S4 1.421
3 O -0.68 1.24 1.22  S4 1.435
4 S -0.26 0.61 0.00  C1 1.593, O2 1.421, O3 1.435
5 Cl -1.78 -1.80 -0.04  no bonds
6 H 1.09 -0.58 0.99  C1 1.081
7 H 1.12 -0.59 -0.97  C1 1.056

Properties
ΔE to the lowest compared entry with this formula, charge and spin = 1.063 eV
2S+1 = 3
HOMO level (alpha / beta) = -2.116 / -4.852 eV
Net charge = -1